# 1
A structure of composition C36H66B6F24N12Zn at a distorted geometry, computed with ωB97M-V with the def2-TZVPD basis set.

For the HOMO energy, the calculation gives -8.37 eV. As for the total charge: +2. The spin multiplicity is 1. The value obtained for the energy is -173981.3007 eV. Its largest force on an atom is 4.97 eV/A.

Geometry (Å):
Zn: 2.10 3.88 -2.55
C: -5.54 -3.40 2.98
C: -4.86 -3.49 4.36
N: -3.50 -3.02 4.31
C: -2.40 -3.75 3.77
C: -1.25 -3.04 3.94
N: -1.63 -1.87 4.62
C: -2.99 -1.85 4.83
C: -0.65 -0.86 5.08
H: -5.30 -2.56 2.33
H: -6.57 -3.58 3.30
H: -5.31 -4.31 2.43
H: -4.80 -4.47 4.83
H: -5.48 -2.91 5.04
H: -2.61 -4.71 3.33
H: -0.22 -3.25 3.73
H: -3.69 -1.15 5.26
H: -0.70 -0.82 6.16
H: -0.96 0.14 4.79
H: 0.37 -0.99 4.74
C: 0.08 11.45 7.55
C: -0.76 11.44 6.20
N: -0.53 10.11 5.65
C: 0.35 9.74 4.74
C: 0.20 8.38 4.45
N: -0.99 8.00 4.99
C: -1.40 9.06 5.73
C: -1.69 6.76 4.82
H: -0.21 10.64 8.21
H: -0.03 12.41 8.07
H: 1.12 11.27 7.26
H: -0.39 12.22 5.53
H: -1.81 11.57 6.45
H: 1.14 10.36 4.33
H: 0.76 7.68 3.85
H: -2.28 9.13 6.36
H: -2.69 6.98 4.44
H: -1.83 6.22 5.76
H: -1.15 6.10 4.14
C: -5.93 1.55 1.20
C: -7.14 2.46 1.11
N: -8.36 1.58 1.01
C: -8.74 0.81 -0.03
C: -9.83 0.08 0.39
N: -10.14 0.41 1.68
C: -9.26 1.34 2.04
C: -11.15 -0.19 2.51
H: -5.60 1.06 0.29
H: -5.81 0.77 1.96
H: -5.06 2.17 1.39
H: -7.05 3.12 0.25
H: -7.20 3.11 1.99
H: -8.21 0.77 -0.97
H: -10.45 -0.63 -0.15
H: -9.26 1.94 2.94
H: -11.02 -1.27 2.47
H: -12.14 0.09 2.14
H: -11.23 0.18 3.53
C: 13.07 -1.47 2.09
C: 12.25 -0.86 3.24
N: 10.87 -1.36 3.19
C: 10.35 -2.51 3.78
C: 9.12 -2.85 3.17
N: 8.84 -1.82 2.27
C: 9.91 -0.91 2.31
C: 7.71 -1.83 1.33
H: 14.12 -1.16 2.09
H: 12.64 -1.25 1.11
H: 13.12 -2.55 2.21
H: 12.22 0.23 3.15
H: 12.67 -1.13 4.21
H: 11.08 -3.17 4.23
H: 8.52 -3.74 3.09
H: 10.09 -0.14 1.58
H: 7.91 -1.25 0.43
H: 6.74 -1.59 1.76
H: 7.53 -2.83 0.93
C: 1.23 -6.59 -1.30
C: 2.12 -7.27 -2.27
N: 1.49 -8.36 -3.06
C: 0.54 -9.18 -2.62
C: 0.31 -10.14 -3.57
N: 1.10 -9.82 -4.69
C: 1.82 -8.66 -4.38
C: 1.09 -10.59 -5.92
H: 1.80 -5.69 -1.05
H: 1.08 -7.21 -0.42
H: 0.29 -6.18 -1.67
H: 2.95 -7.75 -1.76
H: 2.47 -6.53 -2.99
H: 0.12 -9.07 -1.63
H: -0.44 -10.91 -3.61
H: 2.47 -8.18 -5.09
H: 2.09 -10.98 -6.15
H: 0.96 -9.79 -6.65
H: 0.25 -11.29 -5.93
C: -2.48 -1.68 -5.49
C: -1.90 -2.65 -4.53
N: -2.28 -4.02 -4.84
C: -1.63 -4.87 -5.73
C: -2.38 -5.99 -5.90
N: -3.44 -5.90 -5.00
C: -3.33 -4.76 -4.32
C: -4.37 -6.97 -4.60
H: -3.25 -2.08 -6.15
H: -1.75 -1.21 -6.14
H: -3.05 -0.87 -5.04
H: -2.12 -2.41 -3.49
H: -0.81 -2.57 -4.60
H: -0.82 -4.46 -6.32
H: -2.37 -6.85 -6.55
H: -4.01 -4.41 -3.56
H: -3.74 -7.85 -4.48
H: -5.16 -7.17 -5.32
H: -4.90 -6.57 -3.73
B: 3.58 6.95 -0.97
F: 4.92 7.12 -0.64
F: 3.48 6.62 -2.26
F: 3.07 5.84 -0.36
F: 2.80 8.01 -0.75
B: -0.63 5.42 -6.85
F: 0.32 5.97 -7.66
F: -1.62 6.26 -6.41
F: -1.12 4.50 -7.66
F: -0.03 4.90 -5.78
B: 3.80 2.13 -6.59
F: 3.14 2.39 -7.77
F: 4.67 1.07 -6.69
F: 4.51 3.32 -6.35
F: 3.03 1.96 -5.49
B: 7.13 3.48 -2.80
F: 7.80 2.75 -3.78
F: 7.68 3.15 -1.55
F: 7.57 4.74 -2.96
F: 5.82 3.32 -2.78
B: 0.99 1.02 -0.46
F: 2.26 1.37 -0.60
F: 0.38 1.43 -1.59
F: 0.87 -0.31 -0.37
F: 0.45 1.74 0.69
B: -2.39 6.33 -1.73
F: -3.28 5.58 -2.53
F: -2.81 6.49 -0.43
F: -1.15 5.71 -1.68
F: -2.22 7.55 -2.40

=====

# 2
A structure of composition C36H66MgN8O2 at a distorted geometry, computed with ωB97M-V with the def2-TZVPD basis set.

For the HOMO energy, the calculation gives -7.54 eV. As for the total charge: 0. The spin multiplicity is 1. The value obtained for the energy is -59862.4858 eV. Its largest force on an atom is 2.78 eV/A.

Geometry (Å):
Mg: 0.26 2.25 2.92
C: 1.61 0.49 -0.02
C: 0.16 0.98 0.01
C: -0.79 -0.18 -0.25
O: -0.17 1.63 1.18
H: 1.77 -0.16 -0.89
H: 1.93 -0.09 0.85
H: 2.30 1.34 -0.11
H: 0.11 1.68 -0.85
H: -0.68 -0.63 -1.24
H: -1.84 0.12 -0.15
H: -0.61 -1.00 0.46
C: 2.80 0.71 4.02
O: 1.60 1.40 4.02
H: 2.65 -0.33 3.67
H: 3.54 1.09 3.29
H: 3.27 0.74 5.00
C: -0.34 4.79 -0.89
C: 0.88 5.68 -0.63
C: 2.09 4.92 -0.08
C: 1.86 4.24 1.19
N: 1.68 3.71 2.18
H: -0.70 4.55 0.11
H: -0.22 3.93 -1.54
H: -1.12 5.40 -1.36
H: 0.62 6.44 0.11
H: 1.18 6.25 -1.51
H: 2.91 5.64 0.03
H: 2.51 4.16 -0.74
C: -4.89 2.09 -2.01
C: -3.38 1.87 -1.99
C: -2.94 0.80 -3.00
C: -3.34 -0.56 -2.63
N: -3.64 -1.64 -2.38
H: -5.20 3.03 -1.57
H: -5.42 1.32 -1.45
H: -5.29 2.09 -3.03
H: -3.09 1.63 -0.97
H: -2.87 2.81 -2.21
H: -1.84 0.80 -2.99
H: -3.25 1.03 -4.01
C: 0.07 -5.53 -3.08
C: 0.17 -4.24 -3.92
C: 0.28 -3.00 -3.06
C: 1.35 -3.03 -2.06
N: 2.19 -3.12 -1.28
H: 0.96 -5.64 -2.47
H: 0.00 -6.41 -3.73
H: -0.85 -5.55 -2.50
H: -0.71 -4.21 -4.57
H: 1.02 -4.32 -4.60
H: -0.67 -2.89 -2.52
H: 0.36 -2.07 -3.63
C: 1.52 1.25 -3.74
C: 2.05 2.49 -3.03
C: 3.57 2.40 -2.78
C: 4.37 1.94 -3.90
N: 5.02 1.59 -4.78
H: 1.69 0.39 -3.09
H: 2.15 1.08 -4.61
H: 0.47 1.34 -4.04
H: 1.54 2.64 -2.07
H: 1.81 3.38 -3.63
H: 3.71 1.70 -1.94
H: 3.96 3.36 -2.45
C: -4.44 -4.24 2.34
C: -4.68 -3.57 0.99
C: -3.45 -2.71 0.59
C: -2.25 -3.49 0.34
N: -1.28 -4.07 0.12
H: -4.37 -3.55 3.18
H: -3.55 -4.86 2.35
H: -5.27 -4.89 2.63
H: -5.56 -2.93 1.04
H: -4.83 -4.31 0.21
H: -3.20 -1.93 1.31
H: -3.73 -2.21 -0.34
C: -1.59 -2.29 5.17
C: -0.68 -2.98 4.16
C: 0.00 -1.98 3.25
C: 0.96 -2.61 2.34
N: 1.75 -3.09 1.67
H: -1.98 -3.00 5.90
H: -2.45 -1.88 4.63
H: -1.11 -1.51 5.75
H: -1.26 -3.69 3.57
H: 0.09 -3.59 4.64
H: 0.58 -1.25 3.83
H: -0.61 -1.31 2.63
C: -3.91 2.69 1.72
C: -4.34 1.23 1.99
C: -4.03 0.80 3.42
C: -2.62 0.95 3.72
N: -1.49 1.02 3.89
H: -4.48 3.15 0.92
H: -2.86 2.66 1.39
H: -4.02 3.35 2.57
H: -3.79 0.61 1.28
H: -5.39 1.07 1.75
H: -4.31 -0.25 3.55
H: -4.59 1.41 4.15
C: 7.52 -0.84 -1.42
C: 7.13 0.03 -0.22
C: 5.60 0.11 0.01
C: 5.06 -1.24 0.24
N: 4.62 -2.29 0.41
H: 8.61 -0.91 -1.40
H: 7.22 -0.34 -2.35
H: 7.12 -1.85 -1.39
H: 7.47 1.05 -0.38
H: 7.63 -0.36 0.66
H: 5.05 0.58 -0.80
H: 5.50 0.71 0.91

=====

# 3
A structure of composition C36H66N12O3PV at a distorted geometry, computed with ωB97M-V with the def2-TZVPD basis set.

For the HOMO energy (alpha / beta), the calculation gives -12.28 / -12.31 eV. As for the total charge: +2. The spin multiplicity is 3. The value obtained for the energy is -97386.1586 eV. Its largest force on an atom is 5.67 eV/A.

Geometry (Å):
V: -16.69 -14.46 -2.86
C: -21.87 -15.31 -2.94
N: -20.47 -14.93 -3.17
C: -19.93 -13.96 -2.20
C: -19.65 -15.38 -4.12
N: -18.35 -14.94 -4.19
C: -17.50 -15.23 -5.36
C: -17.91 -15.07 -6.76
C: -16.87 -15.27 -7.71
C: -15.47 -15.50 -7.66
C: -14.77 -15.69 -6.47
C: -15.49 -15.68 -5.16
N: -15.01 -15.65 -3.82
C: -14.10 -16.53 -3.30
N: -13.64 -17.68 -3.86
C: -14.63 -18.51 -4.58
C: -12.21 -17.71 -4.30
N: -13.64 -16.18 -2.08
C: -12.79 -17.07 -1.26
C: -13.73 -14.78 -1.70
N: -20.23 -16.20 -5.11
C: -21.41 -15.69 -5.83
C: -19.88 -17.59 -5.31
H: -22.47 -14.62 -3.49
H: -22.09 -15.30 -1.85
H: -22.03 -16.35 -3.25
H: -18.89 -14.23 -1.98
H: -20.55 -14.00 -1.28
H: -19.97 -12.98 -2.62
H: -18.89 -14.75 -7.10
H: -17.17 -15.22 -8.78
H: -15.04 -15.52 -8.66
H: -13.66 -15.82 -6.43
H: -15.65 -18.26 -4.30
H: -14.48 -19.60 -4.37
H: -14.47 -18.44 -5.67
H: -11.71 -16.85 -3.86
H: -12.07 -17.51 -5.41
H: -11.77 -18.59 -3.83
H: -11.93 -16.39 -1.05
H: -12.56 -17.97 -1.78
H: -13.36 -17.35 -0.34
H: -14.74 -14.39 -1.96
H: -12.99 -14.28 -2.33
H: -13.43 -14.62 -0.65
H: -21.44 -14.57 -5.84
H: -22.30 -16.12 -5.36
H: -21.33 -16.04 -6.90
H: -19.90 -17.87 -6.43
H: -20.62 -18.24 -4.75
H: -18.87 -17.90 -4.92
O: -16.34 -14.40 -5.11
O: -16.67 -16.47 -5.27
N: -17.17 -15.16 -1.14
C: -17.22 -16.36 -0.94
N: -17.43 -17.50 -0.36
C: -18.66 -17.85 0.40
C: -18.17 -18.47 1.71
O: -17.36 -19.61 1.45
C: -16.18 -19.34 0.61
C: -16.64 -18.69 -0.67
H: -19.17 -18.63 -0.19
H: -19.31 -16.96 0.58
H: -19.02 -18.85 2.32
H: -17.57 -17.76 2.31
H: -15.71 -20.37 0.48
H: -15.45 -18.69 1.15
H: -17.28 -19.44 -1.20
H: -15.81 -18.39 -1.30
N: -16.44 -12.75 -2.68
P: -16.36 -11.20 -2.44
N: -15.10 -10.49 -3.33
C: -14.28 -11.44 -4.19
C: -13.71 -10.74 -5.37
C: -12.81 -9.54 -4.92
C: -13.36 -8.68 -3.76
C: -14.81 -9.03 -3.40
N: -17.77 -10.44 -2.92
C: -18.01 -9.03 -2.51
C: -19.56 -8.70 -2.48
C: -20.23 -9.03 -3.81
C: -19.91 -10.49 -4.19
C: -18.40 -10.88 -4.17
N: -16.13 -10.81 -0.84
C: -14.83 -11.27 -0.26
C: -14.88 -11.21 1.28
C: -15.90 -12.18 1.83
C: -17.19 -12.16 0.94
C: -17.30 -10.86 0.15
H: -14.82 -12.31 -4.65
H: -13.55 -11.92 -3.59
H: -14.51 -10.47 -6.06
H: -13.02 -11.39 -5.84
H: -12.71 -8.87 -5.78
H: -11.82 -9.99 -4.76
H: -13.48 -7.60 -3.97
H: -12.72 -8.75 -2.86
H: -15.40 -8.68 -4.31
H: -15.12 -8.50 -2.46
H: -17.50 -8.43 -3.31
H: -17.49 -8.78 -1.59
H: -19.73 -7.68 -2.15
H: -19.99 -9.35 -1.66
H: -19.93 -8.30 -4.58
H: -21.25 -8.80 -3.59
H: -20.31 -10.74 -5.21
H: -20.44 -11.11 -3.39
H: -17.94 -10.37 -5.00
H: -18.30 -11.95 -4.23
H: -13.94 -10.70 -0.62
H: -14.53 -12.29 -0.58
H: -15.07 -10.24 1.64
H: -13.88 -11.44 1.70
H: -16.23 -11.91 2.83
H: -15.47 -13.20 1.86
H: -18.03 -12.13 1.57
H: -17.12 -13.09 0.37
H: -17.33 -9.98 0.76
H: -18.16 -10.94 -0.49